20
Properties=species:S:1:pos:R:3 method="wB97M-V/def2-TZVPD" e_homo_ev=-9.237 orbital_gap_ev=10.1 total_energy_ha=-436.5667 de_lowest_kcal_mol=50.44 e_lumo_ev=0.8
C -1.67602 -1.24574 -1.42069
N -0.72267 -1.50247 -0.35716
C 0.66525 -1.51648 -0.64435
O 1.47464 -1.90008 0.17820
H -1.01472 -2.04971 0.44677
H 0.91113 -1.15011 -1.65212
H -2.66338 -1.08880 -0.98425
H -1.35316 -0.35511 -1.96384
H -1.72029 -2.10350 -2.09415
C 1.88633 1.35052 1.14997
C 0.61937 1.13174 0.38621
C -0.55458 0.31466 1.18295
N 0.28241 1.72991 -0.70477
N -1.75238 0.79264 1.15963
H 1.03801 2.34374 -1.03173
H -1.89595 1.27241 0.25899
H -0.13697 -0.22161 2.04209
H 2.54831 2.04424 0.62475
H 2.40743 0.39922 1.28382
H 1.65724 1.75454 2.13969

***

20
Properties=species:S:1:pos:R:3 method="wB97M-V/def2-TZVPD" e_homo_ev=-7.246 orbital_gap_ev=7.3 total_energy_ha=-436.4714 de_lowest_kcal_mol=110.24 e_lumo_ev=0.1
C -0.63760 -0.24888 -0.75443
C -0.87641 -1.72408 -0.98890
C -1.62841 0.36914 0.20177
C 1.36707 -0.37771 -0.66086
C 1.04857 0.09735 0.65297
N 1.33787 2.29932 -0.06466
N 0.83395 -0.83748 1.67001
N 1.24300 1.35944 0.98436
O 1.91148 -0.27045 -1.68800
H -0.56634 0.32772 -1.67687
H 1.79328 3.12245 0.30552
H 0.41859 2.57434 -0.40998
H 1.50345 -1.59538 1.67646
H 0.80180 -0.35407 2.55890
H -0.23639 -2.12842 -1.77462
H -1.91194 -1.90182 -1.29765
H -0.70612 -2.27920 -0.06126
H -2.61993 0.39948 -0.25957
H -1.70647 -0.22319 1.11557
H -1.36947 1.39144 0.47125

***

21
Properties=species:S:1:pos:R:3 method="wB97M-V/def2-TZVPD" e_homo_ev=-9.304 orbital_gap_ev=9.9 total_energy_ha=-511.8086 de_lowest_kcal_mol=61.26 e_lumo_ev=0.6
C 0.74996 1.09734 3.19137
N 0.05778 1.07603 1.92365
C 0.02021 -0.06177 1.17368
N 0.64080 -1.11875 1.52789
C 0.73424 -2.29995 0.70089
C 2.04285 -3.00422 1.03142
O 2.17522 -3.20388 2.42324
C -0.79142 0.07432 -0.07882
N -1.92841 -0.32314 -0.41340
H 1.82533 0.93389 3.03667
H 0.60021 2.07816 3.65548
H 0.37930 0.31461 3.87239
H -0.67097 1.76559 1.78923
H -0.10391 -2.97803 0.92905
H 0.69740 -2.08606 -0.38025
H 2.07621 -3.98992 0.54778
H 2.88732 -2.40562 0.64629
H 2.11416 -2.32731 2.82495
O -0.21626 0.76950 -1.29868
H 0.73614 0.82948 -1.14872
H -1.94623 0.06391 -1.49542

***

22
Properties=species:S:1:pos:R:3 method="wB97M-V/def2-TZVPD" e_homo_ev=-8.723 orbital_gap_ev=9.4 total_energy_ha=-909.8921 de_lowest_kcal_mol=78.35 e_lumo_ev=0.7
C -1.39272 0.61880 1.61647
C -0.19478 -0.00521 0.88328
C -0.64906 -1.71614 -1.74081
C 2.27760 0.16741 0.54582
C -0.14268 -2.11774 -0.27276
N -2.01053 1.68745 1.33304
N -0.92106 1.72042 -1.13652
N 0.92939 0.62390 0.80567
O 0.01526 3.13627 0.71545
O -0.56805 -1.26619 0.77756
S -1.33595 2.70734 0.01903
H -1.62730 0.33710 2.64556
H -1.74967 -1.64746 -1.68666
H -0.34424 -0.72902 -1.96672
H -0.08336 -2.53845 -2.36044
H 3.19308 0.75804 0.83650
H 2.46658 -0.85036 1.07470
H 2.54026 -0.03762 -0.47068
H 0.92348 -1.98763 -0.36289
H -0.42629 -3.11320 0.02897
H -1.51980 1.88250 -1.86072
H 0.61984 2.36981 0.57616